# C6H12O2

A cluster of 2 separate species, C6H12O2 in total (the ωB97M-V functional and the def2-TZVPD basis, OMol25).

Summary:
- total energy (hartree) = -386.28930
- SMILES = C/C=C/C.CC(=O)O
- energy relative to the best compared isomer or geometry (same formula, charge and spin) (kJ/mol) = 81.0
- highest occupied orbital energy (Ha) = -0.3432

Atoms and positions in Å:
H1 -2.505 3.123 0.152
H2 -3.131 1.893 1.359
H3 0.471 -0.329 1.970
C1 -2.720 2.078 0.369
H4 1.601 -1.534 2.541
O1 -1.432 0.433 -0.771
C2 1.416 -0.810 1.744
C3 1.711 -1.074 -0.766
H5 -3.469 1.748 -0.349
H6 2.162 -0.081 -0.817
H7 1.296 -1.396 -2.871
H8 2.273 -0.140 1.728
H9 1.363 -2.859 -1.861
C4 -1.423 1.332 0.240
H10 2.840 -1.948 -2.328
H11 0.812 -2.488 0.460
C5 1.307 -1.516 0.419
C6 1.795 -1.870 -2.020
O2 -0.452 1.526 0.905
H12 -0.609 -0.091 -0.700